The following is a quantum chemistry calculation of a 7-piece molecular cluster, C19H43Cl2N5O7 overall at a distorted geometry, from the OMol25 dataset.

The energy above the lowest of the compared OMol25 structures with the same formula, charge and spin is 70.3 kJ/mol. Its calculated total energy is -67224.364 eV. The net charge is -2. The calculation puts the frontier orbital gap at 2.3853 eV. As for the HOMO energy: 1.2787 eV.

Cartesian coordinates (Å):
O1 10.299 3.537 10.895
C1 11.202 4.609 10.976
C2 11.523 5.545 12.329
O2 10.602 5.513 13.399
H1 10.892 5.326 10.216
H2 12.166 4.396 10.514
H3 11.671 6.583 12.033
H4 12.482 5.239 12.748
C3 12.726 8.120 7.498
C4 13.679 7.016 7.939
O3 14.146 6.287 7.079
N1 13.884 7.114 9.276
C5 14.816 6.268 10.058
H5 13.223 9.030 7.834
H6 11.835 7.914 8.091
H7 12.600 8.163 6.416
H8 13.559 7.962 9.717
H9 14.953 6.678 11.058
H10 15.702 6.008 9.477
H11 14.357 5.280 10.041
C6 5.632 8.941 7.522
C7 6.605 7.851 8.086
O4 6.590 6.724 7.618
N2 7.444 8.232 9.053
C8 8.492 7.334 9.611
H12 6.260 9.487 6.818
H13 5.171 9.569 8.284
H14 4.886 8.427 6.917
H15 7.550 9.131 9.500
H16 8.425 7.514 10.684
H17 9.528 7.477 9.303
H18 8.181 6.294 9.514
C9 13.328 12.391 10.520
C10 12.930 10.989 10.862
O5 13.108 10.195 9.993
N3 12.351 10.791 12.020
C11 11.961 9.480 12.553
H19 13.175 12.738 9.498
H20 14.399 12.192 10.546
H21 12.985 13.073 11.298
H22 12.295 11.607 12.613
H23 11.036 9.506 13.129
H24 12.738 9.143 13.240
H25 11.893 8.693 11.802
C12 7.021 3.215 8.567
C13 8.435 3.356 7.985
O6 9.255 2.415 8.099
N4 8.705 4.567 7.459
C14 10.022 5.043 7.014
H26 7.137 2.457 9.342
H27 6.533 2.743 7.715
H28 6.432 4.110 8.767
H29 8.015 5.299 7.545
H30 10.903 4.626 7.503
H31 9.991 6.110 7.237
H32 9.982 5.081 5.925
C15 12.359 3.073 17.759
C16 11.713 3.741 16.550
O7 10.804 3.125 15.984
N5 12.216 4.900 15.999
C17 13.324 5.652 16.531
H33 13.370 3.405 17.998
H34 12.336 2.049 17.385
H35 11.654 3.236 18.573
H36 11.630 5.259 15.258
H37 13.132 6.725 16.541
H38 14.073 5.698 15.741
H39 13.672 5.276 17.493
Cl1 9.050 8.379 17.523
C18 9.584 7.905 15.907
C19 8.415 7.956 14.805
Cl2 7.993 9.609 14.477
H40 9.929 6.871 15.886
H41 10.509 8.411 15.631
H42 7.469 7.550 15.162
H43 8.705 7.434 13.893